23
Properties=species:S:1:pos:R:3:forces:R:3 method="wB97M-V/def2-TZVPD" gap_ev=8.88 e_homo_ev=-12.1 relative_energy_kcal_mol=70.3 charge=+1 smiles=C[NH+](C)C1(C)CN(I)C1 e_tot_ev=-17520.0137
H -1.3517 0.9778 -1.9363 0.592 -1.430 0.852
C 1.5351 -0.9615 -1.1889 -1.130 0.377 1.162
N -2.4051 0.7173 -0.1546 0.939 -0.703 0.400
I -4.2914 -0.1227 0.0386 0.576 0.131 -0.341
H 2.3058 -0.2982 -0.9058 0.884 1.182 -0.797
C -1.4933 0.3472 0.9688 0.247 1.243 -1.016
C 1.5809 -0.8511 1.1751 -2.069 -2.031 4.358
H 0.9397 -0.7364 -2.0604 0.218 0.121 -0.253
H 0.0199 -1.6888 -0.0100 0.511 0.418 0.841
H 0.1424 2.0361 1.0834 1.008 0.829 1.384
N 0.6479 -0.8658 0.0604 0.031 0.780 -1.473
H -1.7836 -0.5861 1.3121 -0.242 -1.871 1.391
H 1.9980 -1.9169 -1.1875 -0.012 -1.058 -0.244
H 2.2564 -0.0588 1.2984 0.281 1.824 -0.681
H 1.2251 1.6751 -0.3583 2.152 0.704 0.135
H -0.2055 2.3896 -0.4980 -2.314 1.964 -2.130
C 0.2824 1.7382 0.0897 1.506 -3.525 0.422
C -1.3704 0.1833 -1.1031 -1.145 1.289 -2.344
H 1.0426 -0.9662 2.2449 0.926 0.234 -2.629
H -1.4261 1.1573 1.6830 -0.209 -0.383 0.691
H -1.6054 -0.8049 -1.6245 0.517 0.809 1.082
C -0.2578 0.3234 0.0105 -3.829 0.333 -0.854
H 2.2139 -1.6879 1.0624 0.563 -1.236 0.044

---

96
Properties=species:S:1:pos:R:3:forces:R:3 method="wB97M-V/def2-TZVPD" gap_ev=8.85 e_homo_ev=-8.8 charge=0 e_tot_ev=-188829.2483
C -7.6093 9.2357 0.0234 -0.753 -0.103 0.130
C 1.8999 -1.3351 7.4911 0.391 -0.831 -0.172
H -1.2521 -2.4124 1.1629 -0.493 2.319 0.927
O -1.0779 -0.9477 2.8436 1.386 -0.207 -0.958
C 1.6200 -0.1228 1.7091 1.019 0.895 -1.478
I 4.1677 -1.3586 -0.9319 -0.346 -0.257 0.165
O 1.1037 1.0913 9.8645 1.419 -0.197 -1.107
H 4.4447 -3.6864 -4.7721 0.104 -0.034 -0.038
O 5.7689 -4.6300 -2.5303 -1.399 -0.424 0.221
H -2.9935 0.0949 -5.2972 -0.211 -0.043 -0.241
O -6.4693 -1.1143 -7.2423 0.720 1.746 -0.154
O 0.3501 -1.8380 4.8980 3.468 4.728 -6.567
H -4.8744 -3.4334 6.6918 0.317 0.124 0.032
S -6.0669 7.9356 -1.4513 -0.278 0.126 -0.511
O 3.2792 1.4824 8.6123 -1.382 -0.810 0.773
S -2.9313 2.5229 -1.2456 -0.054 0.342 0.247
O -4.7250 7.5896 -1.0379 -1.392 0.454 -0.734
C -2.2971 4.9357 -1.1043 -0.527 0.767 -0.166
H -2.5927 5.3542 -2.0718 -0.001 0.026 0.141
H 2.7077 0.2454 1.3837 -2.224 -0.936 1.117
H 2.8104 -2.7215 8.9207 0.070 0.322 0.082
H 2.8174 -1.3521 6.8940 -0.077 -0.038 0.048
H -6.8833 7.6642 1.3407 -0.120 0.067 -0.009
H -0.9637 -0.6520 -0.7673 0.227 0.558 2.280
C -3.9823 -3.7021 6.1211 -0.256 -0.389 -0.492
H -1.5550 5.5891 -0.6377 -0.017 -0.337 -0.072
H -3.9902 -5.8861 5.9972 0.298 0.119 -0.034
O -6.2049 0.7588 -5.6159 0.247 0.043 -1.195
O -2.0772 -5.0799 6.0906 0.100 0.693 -0.022
S 8.8914 -2.3771 -6.0916 0.266 0.224 -0.591
H 11.6930 -1.0574 -4.6514 -0.215 -0.244 -0.107
S -1.4957 -3.5577 6.1422 0.086 0.157 -1.219
H -8.4878 9.4285 -0.6008 0.052 -0.030 0.103
H -5.1746 -0.4965 -4.3677 0.092 0.076 -0.002
O -3.2812 2.1200 -2.5879 0.355 0.091 1.679
C 2.1557 -1.8469 8.9061 -0.714 -0.325 -0.304
C -3.8651 0.6170 -5.7010 0.146 0.581 0.528
C -7.5903 7.7904 0.5139 0.142 0.392 0.664
O -4.1051 3.5033 -0.6787 0.699 -0.834 -0.937
O 4.6755 -6.8053 -1.9676 -0.708 1.659 -0.498
O 1.4954 0.0243 7.6447 0.206 0.543 1.281
O 4.1253 -5.5863 -4.0769 0.285 -0.369 1.081
O 8.1082 -3.1186 -5.1283 1.477 0.895 -1.806
C 4.9684 -4.6478 -4.7411 0.300 0.742 -0.069
C 0.9681 -0.8969 0.4198 -1.333 -0.327 0.528
H 1.2158 -2.0876 9.4140 0.060 -0.059 -0.126
O -7.1142 7.0271 -0.5922 0.463 0.616 -0.856
H -4.2042 -3.6437 5.0503 -0.048 -0.066 0.095
H 0.9240 -2.0631 0.5056 0.309 2.021 0.287
O -1.7464 3.6394 -1.3309 -0.717 -1.123 0.353
H 1.1228 -1.9086 6.9789 0.165 0.411 0.185
H -4.2261 5.5371 -0.2602 0.067 -0.360 -0.170
P 1.8788 -0.5172 -1.2453 -1.457 0.284 -0.855
O -6.4893 7.9368 -2.8326 0.898 -0.225 1.893
O -1.0296 -3.2078 4.8187 -4.375 -4.563 2.847
H 5.1836 -4.9767 -5.7605 -0.142 -0.170 0.262
H 9.4287 -0.4202 -3.9900 0.099 0.065 -0.067
H 6.8865 -5.4149 -4.0601 -0.030 0.097 -0.053
O 1.1019 -1.5285 -2.4393 0.721 -0.613 3.334
C -3.5123 4.7116 -0.2082 0.474 0.508 0.570
O 1.7643 -0.9400 2.9238 -1.860 1.133 -1.108
O 3.3552 -4.6358 -1.9028 1.157 -1.263 -0.412
H -3.6051 1.6626 -5.8947 -0.011 -0.087 0.102
C -1.4472 -1.2722 1.4395 -0.356 0.480 -1.796
H -3.2108 4.5566 0.8331 0.034 0.055 -0.080
O -6.4465 9.3771 -0.7910 0.574 -1.084 -0.177
O -6.1260 1.2664 -8.0599 0.062 -1.495 1.132
H 6.7781 -3.6326 -4.0486 -0.675 -0.568 0.577
S 4.3810 -5.4831 -2.4693 0.079 -0.056 0.114
H 9.8261 0.8031 -5.2283 -0.198 -0.235 -0.175
H 0.9110 -2.4100 -1.9861 0.338 1.276 -1.117
H -7.5861 9.9522 0.8488 0.228 -0.092 -0.233
C -3.4449 -5.0806 6.4963 -0.453 0.031 0.470
H -8.5784 7.4433 0.8253 0.186 -0.083 -0.286
C 6.2257 -4.5609 -3.8801 0.167 -0.054 -0.541
H -5.0402 1.2366 -3.9602 -0.156 -0.044 -0.331
H -0.7071 0.7800 0.4794 0.280 -2.558 -0.179
O 8.6327 -0.7863 -5.8413 0.246 -1.070 -0.565
H -2.5854 -1.0014 1.3285 2.278 -0.679 0.494
H -3.4787 -5.2354 7.5795 -0.080 0.019 -0.087
H 11.3471 -0.7329 -6.3729 -0.029 0.011 0.111
O -2.5886 1.5802 -0.2040 -0.641 1.031 -1.662
O 10.4505 -2.4150 -5.6165 -1.248 -0.090 0.045
O -4.2726 0.0253 -6.9335 -1.119 -0.218 -0.028
O -0.6810 -3.4164 7.3265 -0.806 0.000 -1.537
C 10.9222 -1.0821 -5.4263 0.231 0.718 -0.226
C -5.0770 0.5139 -4.7788 0.474 -0.420 0.410
S 2.1683 0.6423 8.9950 -0.177 -0.031 -0.159
C -0.6146 -0.3791 0.3253 0.955 -1.051 -0.247
S -5.8832 0.2015 -7.1147 -0.251 -0.126 -0.195
H 0.9804 0.8427 1.9259 1.223 -2.049 -0.304
O 8.8372 -2.6308 -7.5125 -0.280 0.156 2.052
C 9.6918 -0.2650 -5.0417 0.406 -0.008 0.701
S 0.3332 -1.7765 3.3211 0.574 -0.895 5.052
O 2.7601 -0.7544 9.5946 0.092 1.080 -0.451
O -2.9158 -2.7975 6.3991 0.899 -0.507 0.388

---

7
Properties=species:S:1:pos:R:3:forces:R:3 method="wB97M-V/def2-TZVPD" gap_ev="7.15 / 7.60" e_homo_ev="-10.1 / -10.7" relative_energy_kcal_mol=118.9 charge=0 smiles="N#CC=S(=O)=O" e_tot_ev=-18505.6647
O 1.7603 0.6868 0.3602 -0.045 0.193 -0.471
O 1.7314 -1.7251 0.0880 0.703 -2.509 0.107
N -1.1963 2.1368 -0.0326 -0.301 1.411 -0.281
H -1.3953 -1.2687 -0.3661 0.801 2.551 1.329
C -0.9107 -0.3346 0.2130 1.385 -3.434 -2.029
S 1.1558 -0.4846 -0.2007 -2.129 2.358 1.027
C -1.1452 0.9894 -0.0619 -0.415 -0.571 0.317

---

12
Properties=species:S:1:pos:R:3:forces:R:3 method="wB97M-V/def2-TZVPD" gap_ev=10.76 e_homo_ev=-16.4 relative_energy_kcal_mol=8.4 charge=+1 e_tot_ev=-23348.3677
O 2.7429 -1.1805 -0.0662 0.079 -0.555 0.685
H -0.7813 -0.3311 -0.9231 0.516 0.411 0.806
H -0.3789 0.9942 0.5068 0.506 -1.682 -1.768
P 1.8882 -0.0960 -0.7710 -2.198 1.295 -1.491
O 2.9146 1.1653 -0.6327 -2.820 -0.896 -1.027
C 3.9793 0.8825 0.2255 -0.731 -0.752 -0.599
C 3.9207 -0.6342 0.4372 3.282 -1.032 2.039
H -0.0487 -0.7196 0.7455 -0.012 -1.344 0.630
O 4.7754 -1.2723 0.9591 -1.546 0.735 -0.863
C -0.1787 -0.0269 -0.0373 1.974 2.422 -0.696
O 4.6800 1.7234 0.5839 1.147 0.392 0.748
F 1.8759 -0.5975 -2.2572 -0.197 1.005 1.535